Entry 1:
The following is a quantum chemistry calculation of a structure of composition C6H16BrGaN2O2, from OMol25.

Structure (XYZ):
```
28
C6H16BrGaN2O2 (ωB97M-V with the def2-TZVPD basis set)
C -1.0223 -1.8706 0.5079
O -0.3812 -1.2118 -0.5843
C -1.0834 -0.0536 -1.0504
C -1.6603 0.8394 0.0339
C -0.6345 1.2930 1.0836
C 0.7323 1.6410 0.4708
Ga 1.7432 2.9907 1.5832
Br 2.2805 2.0785 3.7678
O 3.4434 3.2884 0.6960
C 4.0752 2.2092 0.7408
N 4.7545 1.2571 0.8083
H -0.7900 -2.9381 0.4173
H -0.5753 -1.5268 1.4343
H -2.1061 -1.7896 0.4947
H -0.3772 0.5152 -1.6422
H -1.9021 -0.3245 -1.7352
H -2.0471 1.7328 -0.4564
H -2.5338 0.3844 0.5019
H -1.0107 2.2107 1.5394
H -0.5421 0.5877 1.9053
H 0.5558 2.0720 -0.5200
H 1.3005 0.7226 0.3106
H 0.9339 4.3266 1.8398
N -0.6316 -3.6897 -2.4311
H -0.5749 -2.8842 -1.7899
H -0.4250 -4.5473 -1.9181
H -1.5707 -3.7451 -2.8259
H 0.0493 -3.5682 -3.1821
```

Output
- lowest unoccupied orbital energy (eV) = -2.30
- HOMO (eV) = -7.559
- total charge = 0
- HOMO-LUMO gap (eV) = 5.258
- ΔE to the lowest compared entry with this formula, charge and spin (kcal per mole) = 8.7
- E_tot (Ha) = -4996.93613

***

Entry 2:
The following is a quantum chemistry calculation of the molecule C4H9NO, from OMol25.

Structure (XYZ):
```
15
C4H9NO (ωB97M-V with the def2-TZVPD basis set)
C 1.1154 1.9655 0.3089
C 0.5114 1.0455 -0.7466
N 0.2606 -0.2957 -0.2544
C -0.9996 -0.7870 -0.0781
C -1.0766 -2.2167 0.4235
O -2.0044 -0.1322 -0.3049
H 1.3130 2.9553 -0.1168
H 2.0643 1.5687 0.6890
H 0.4306 2.0839 1.1543
H -0.4568 1.4260 -1.0799
H 1.1692 0.9870 -1.6230
H 1.0476 -0.8819 -0.0253
H -0.1103 -2.7296 0.4464
H -1.7608 -2.7710 -0.2236
H -1.5038 -2.2177 1.4304
```

Output
- lowest unoccupied orbital energy (eV) = 0.92
- HOMO (eV) = -9.642
- structure (SMILES) = CCNC(C)=O
- total charge = 0
- HOMO-LUMO gap (eV) = 10.558
- ΔE to the lowest compared entry with this formula, charge and spin (kcal per mole) = 4.5
- E_tot (Ha) = -287.82530

***

Entry 3:
The following is a quantum chemistry calculation of a cluster of 2 separate species, C5H12O in total, from OMol25.

Structure (XYZ):
```
18
C5H12O (ωB97M-V with the def2-TZVPD basis set)
C 2.7964 -0.7763 -0.2031
C 1.4823 -0.3714 0.4384
C 1.2069 0.9821 0.7166
O -0.5482 0.6147 -0.5689
C -1.8086 0.5039 0.0421
C -2.9435 -0.2535 -0.6831
H 2.6580 -1.5764 -0.9349
H 3.4955 -1.1333 0.5625
H 3.2712 0.0717 -0.7089
H 1.0868 -1.0677 1.1805
H 0.5034 -0.3150 -0.3636
H 0.7365 1.3105 1.6437
H 1.7420 1.7688 0.1827
H -2.1812 1.5271 0.1985
H -1.7129 0.0357 1.0428
H -3.8758 -0.0919 -0.1185
H -2.7915 -1.3388 -0.7255
H -3.1175 0.1098 -1.7011
```

Output
- lowest unoccupied orbital energy (eV) = 0.07
- HOMO (eV) = -8.382
- total charge = 0
- HOMO-LUMO gap (eV) = 8.449
- ΔE to the lowest compared entry with this formula, charge and spin (kcal per mole) = 95.7
- E_tot (Ha) = -272.79613

***

Entry 4:
The following is a quantum chemistry calculation of the molecule C2H3NP2, from OMol25.

Structure (XYZ):
```
8
C2H3NP2 (ωB97M-V with the def2-TZVPD basis set)
C -1.3535 0.2135 -0.1888
C 0.9536 -1.1481 0.0730
N -0.2599 -1.4606 0.1166
P 1.7533 0.4580 -0.0921
P -0.1238 1.2922 0.1665
H -2.3358 0.0830 0.2040
H 1.6522 -1.9848 0.1209
H -0.2861 2.5467 -0.4000
```

Output
- lowest unoccupied orbital energy (spin up / spin down) (eV) = -1.07 / -1.08
- HOMO (spin up / spin down) (eV) = -8.274 / -8.276
- total charge = 0
- HOMO-LUMO gap (spin up / spin down) (eV) = 7.202 / 7.192
- ΔE to the lowest compared entry with this formula, charge and spin (kcal per mole) = 83.3
- E_tot (Ha) = -815.29289

***

Entry 5:
The following is a quantum chemistry calculation of a structure of composition C13H36GaN3O5, from OMol25.

Structure (XYZ):
```
58
C13H36GaN3O5 (ωB97M-V with the def2-TZVPD basis set)
O -2.5582 3.1847 3.3043
C -2.1225 2.0177 2.9623
O -2.7665 0.9089 3.4481
Ga -0.5117 2.0073 1.6542
H -0.9224 2.3913 0.1390
H 0.4648 3.2179 2.1506
H 0.3752 0.6695 1.6975
C 3.2319 -0.0423 -3.9907
C 2.5514 -0.6246 -2.7553
C 1.0227 -0.4268 -2.7451
O 0.6080 0.8839 -2.4009
C 0.6230 1.8064 -3.4716
N 3.1766 -0.0580 -1.5553
H 3.3043 1.0460 -3.9558
H 4.2527 -0.4266 -4.0778
H 2.6949 -0.3210 -4.9026
H 2.7407 -1.7046 -2.7613
H 0.6061 -1.0770 -1.9695
H 0.5678 -0.7433 -3.6934
H 0.3543 1.3381 -4.4244
H 1.6021 2.2857 -3.5453
H -0.1085 2.5864 -3.2511
H 2.7825 -0.5166 -0.7346
H 2.8514 0.9050 -1.4702
C 5.3743 -2.4500 -0.9214
C 5.3628 -3.0175 0.4938
C 6.0036 -4.4167 0.6018
O 5.1801 -5.4787 0.1309
C 5.2191 -5.6742 -1.2712
N 3.9839 -3.0133 0.9944
H 4.6271 -2.9154 -1.5672
H 5.1541 -1.3806 -0.9023
H 6.3568 -2.5774 -1.3877
H 5.9548 -2.3397 1.1184
H 6.1713 -4.6277 1.6632
H 6.9889 -4.4466 0.1196
H 6.2092 -5.4692 -1.6885
H 4.4646 -5.0559 -1.7606
H 4.9693 -6.7188 -1.4721
H 3.9875 -3.3043 1.9698
H 3.4867 -3.7668 0.5211
C -5.6708 3.9570 2.7575
C -7.1579 3.6683 2.9164
C -7.4707 2.1645 3.0349
O -7.4206 1.4579 1.8029
C -6.1077 1.0622 1.4094
N -7.8937 4.2903 1.8036
H -5.3016 3.7283 1.7570
H -5.4667 5.0163 2.9362
H -5.0808 3.3821 3.4769
H -7.4844 4.1452 3.8481
H -8.5040 2.0620 3.3895
H -6.8351 1.6810 3.7855
H -5.4784 0.8010 2.2649
H -5.6364 1.8500 0.8203
H -6.2007 0.1823 0.7675
H -8.8926 4.1675 1.9636
H -7.7126 3.7286 0.9724
```

Output
- lowest unoccupied orbital energy (eV) = 3.64
- HOMO (eV) = 0.770
- total charge = -2
- HOMO-LUMO gap (eV) = 2.869
- ΔE to the lowest compared entry with this formula, charge and spin (kcal per mole) = 14.1
- E_tot (Ha) = -2981.99126

***

Entry 6:
The following is a quantum chemistry calculation of a cluster of 2 separate species, CBrNO4 in total, from OMol25.

Structure (XYZ):
```
7
CBrNO4 (ωB97M-V with the def2-TZVPD basis set)
C 0.4067 1.0953 -5.6618
N -0.4452 -0.9693 5.6896
O -0.6199 1.6074 -5.6210
O -0.2798 -1.8760 4.9414
O -0.6922 -0.8719 6.8037
O 1.5287 0.5576 -5.9355
Br -0.3783 0.9761 4.7666
```

Output
- lowest unoccupied orbital energy (spin up / spin down) (eV) = 0.32 / -4.31
- HOMO (spin up / spin down) (eV) = -8.453 / -11.116
- total charge = 0
- HOMO-LUMO gap (spin up / spin down) (eV) = 8.773 / 6.803
- multiplicity = 3
- ΔE to the lowest compared entry with this formula, charge and spin (kcal per mole) = 0.0
- E_tot (Ha) = -2967.63028

***

Entry 7:
The following is a quantum chemistry calculation of a structure of composition CH16Na3O11, from OMol25.

Structure (XYZ):
```
31
CH16Na3O11 (ωB97M-V with the def2-TZVPD basis set)
Na 2.6178 -2.4658 -2.9083
Na -0.5659 -0.5901 -3.2155
Na 2.3119 -2.0858 0.5456
C 0.2784 -0.5446 -0.5360
O -0.9621 -0.5407 -0.7242
O 1.0496 -1.1297 -1.3278
O 0.7522 -0.1244 0.5206
O -2.2572 1.8315 -1.5580
H -1.8988 1.1361 -1.0065
H -3.1909 1.6306 -1.6210
O -0.9272 -1.5851 2.3561
H -1.2503 -2.2097 1.7067
H -0.7188 -0.7995 1.8505
O 3.4689 1.3713 0.7298
H 2.6317 1.1435 0.3254
H 3.9467 1.8395 0.0451
O -2.8323 -2.4322 -0.9844
H -2.2326 -3.0899 -1.3368
H -2.3080 -1.6331 -0.9320
O 2.9540 0.6479 -2.3011
H 3.1262 0.2048 -3.1319
H 2.3335 0.0766 -1.8485
O -3.1145 0.4489 1.0022
H -2.4857 -0.0256 0.4585
H -2.6881 1.2856 1.1876
O -0.9175 2.1343 1.4633
H -0.7269 2.7792 0.7822
H -0.3628 1.3850 1.2463
O 1.6417 0.5360 3.2780
H 1.5967 0.2535 2.3646
H 0.7301 0.5516 3.5696
```

Output
- lowest unoccupied orbital energy (spin up / spin down) (eV) = -9.37 / -12.48
- HOMO (spin up / spin down) (eV) = -16.221 / -16.144
- total charge = +2
- HOMO-LUMO gap (spin up / spin down) (eV) = 6.853 / 3.661
- multiplicity = 2
- ΔE to the lowest compared entry with this formula, charge and spin (kcal per mole) = 0.0
- E_tot (Ha) = -1361.64587

***

| no. | molecular weight (g mol⁻¹) | strongest force on any atom (eV Å⁻¹) |
| --- | --- | --- |
| 1 | 297.8 | 2.245 |
| 2 | 87.1 | 0.326 |
| 3 | 88.1 | 0.826 |
| 4 | 103.0 | 4.580 |
| 5 | 384.2 | 3.993 |
| 6 | 169.9 | 8.148 |
| 7 | 273.1 | 3.856 |